(1)
C32H28B4FeN4O32 as an isolated structure in a non-equilibrium geometry. Source: the Open Molecules 2025 dataset; level of theory: the ωB97M-V functional and the def2-TZVPD basis.

XYZ file:
```
101
Properties=species:S:1:pos:R:3:forces:R:3
O 17.726 -27.668 4.676 -0.1 0.2 0.1
B 13.242 -19.081 4.525 0.6 1.0 0.3
H 10.408 -29.551 7.067 -0.3 0.3 -0.1
O 12.459 -19.204 10.994 0.2 -0.3 0.1
C 8.870 -21.273 5.791 -0.8 -0.7 1.4
O 9.300 -18.682 7.920 -0.5 -1.0 -0.3
C 12.974 -26.303 2.556 0.1 0.5 0.3
H 9.672 -20.577 1.544 0.0 -0.3 0.2
H 5.428 -26.978 5.216 0.0 0.0 0.0
C 8.784 -16.924 6.519 -0.1 1.2 0.2
B 8.696 -19.179 6.678 0.6 1.3 0.3
O 11.633 -22.049 3.745 -0.1 -0.5 0.3
C 9.939 -26.758 7.008 0.2 -0.3 0.2
O 12.789 -18.885 3.126 0.0 0.1 -0.3
O 12.708 -23.468 9.520 -0.3 -0.3 -0.2
Fe 9.988 -24.214 4.733 1.0 0.2 0.3
O 11.695 -20.158 1.618 0.3 0.6 0.1
H 10.614 -23.046 -1.849 0.4 -0.1 0.3
C 14.872 -18.007 5.712 0.0 -0.1 0.1
O 11.915 -25.332 8.559 -0.3 -0.3 0.1
C 11.750 -23.183 7.423 0.5 0.1 0.8
C 7.445 -21.102 6.440 0.9 0.2 -1.0
O 15.052 -19.568 9.670 -0.1 -0.1 -0.3
C 12.786 -20.128 10.314 -0.7 0.8 -0.2
H 8.894 -29.002 2.602 -0.1 -0.2 -0.2
N 7.927 -24.555 5.097 0.1 -0.1 -0.1
O 12.851 -20.488 4.854 -0.1 -0.2 -0.2
H 11.381 -21.651 0.103 -0.2 -0.2 0.3
O 9.211 -22.346 5.314 0.4 0.0 -0.6
H 4.161 -27.394 6.347 0.0 0.0 0.1
H 9.754 -27.087 -1.169 0.3 -0.2 0.1
C 9.586 -28.218 0.663 -0.3 -0.4 -0.1
C 17.298 -25.823 3.144 -0.3 0.4 0.2
O 13.240 -16.776 7.084 0.1 0.3 -0.4
O 8.506 -18.015 5.816 0.0 -0.7 -0.1
C 14.128 -20.320 9.610 0.9 0.2 0.9
C 10.011 -22.987 -0.939 -0.7 0.1 -1.0
C 12.874 -25.287 3.756 0.0 -0.5 -1.1
O 15.638 -26.936 4.318 -0.9 0.3 0.1
H 8.793 -28.010 8.234 -0.1 0.3 -0.3
O 18.353 -25.615 2.639 0.2 0.0 0.0
O 12.043 -26.732 1.939 0.0 -0.1 -0.1
N 10.015 -25.990 6.167 -0.2 0.4 -0.4
O 12.586 -18.130 5.414 -0.3 -0.1 -0.2
O 9.550 -20.226 6.018 0.6 -0.2 -0.7
C 5.131 -26.910 6.267 0.6 0.3 -0.3
C 9.196 -17.353 7.940 0.0 0.4 -0.2
O 7.410 -19.883 6.865 -0.8 -0.2 0.7
H 12.744 -29.565 7.601 -0.2 0.0 -0.1
C 5.066 -25.426 6.719 -0.4 -0.7 -0.1
H 5.736 -25.218 7.550 -0.1 0.0 0.1
H 9.103 -28.998 0.069 0.0 0.1 -0.1
N 9.604 -26.123 3.440 -0.5 0.4 0.2
C 9.839 -27.713 8.109 -0.7 -0.6 0.7
C 6.809 -24.468 5.308 -0.1 0.0 0.1
O 12.013 -21.159 9.982 -0.1 -0.9 0.0
O 9.337 -16.622 8.866 0.1 -0.2 0.1
C 12.183 -19.947 2.698 0.2 -0.3 0.4
H 10.131 -20.867 -0.788 0.1 0.0 0.0
H 10.581 -28.593 0.895 0.1 0.2 0.0
H 10.063 -23.938 -0.414 0.3 0.1 0.3
O 14.057 -25.050 4.166 -0.4 0.5 1.0
C 10.659 -29.000 7.977 1.2 0.0 -0.7
H 7.717 -27.919 1.828 0.0 -0.3 -0.4
O 16.165 -25.153 2.923 -0.6 0.1 -0.2
C 10.326 -21.728 -0.147 0.0 -0.3 -0.4
H 8.711 -26.337 -0.069 0.0 0.0 0.4
H 5.100 -23.407 5.778 0.0 -0.1 0.0
C 9.383 -22.577 2.044 0.2 0.1 -0.2
O 8.682 -15.790 6.149 0.0 -0.5 -0.1
N 9.380 -23.412 2.826 0.2 -0.2 0.5
C 13.486 -17.479 6.153 -0.1 -0.7 0.6
C 16.954 -26.911 4.165 0.6 -0.9 0.0
B 12.773 -22.079 9.126 0.5 2.1 0.4
C 5.379 -24.441 5.581 0.0 -0.5 -0.2
H 4.926 -24.800 4.652 -0.3 0.2 0.0
H 9.007 -22.928 -1.382 -0.1 0.0 0.4
O 14.249 -26.510 2.374 -0.5 -0.5 -0.2
B 15.031 -25.905 3.469 1.8 -0.2 -0.5
O 11.836 -24.784 4.143 -0.4 0.3 0.4
C 12.188 -20.985 3.851 0.1 0.5 -0.3
O 6.604 -21.960 6.445 -0.2 0.1 0.3
O 11.219 -23.610 6.415 -0.7 0.1 -0.9
H 10.087 -27.176 9.026 0.3 0.1 -0.1
H 10.461 -29.713 8.776 -0.3 0.4 0.3
H 12.355 -27.900 7.187 0.0 0.0 -0.1
C 8.782 -28.132 1.954 0.3 1.3 1.1
H 4.038 -25.320 7.059 0.1 0.7 0.1
H 12.591 -28.363 8.848 -0.3 0.1 0.1
C 9.232 -26.977 2.779 0.1 -0.7 -0.1
C 9.647 -26.904 -0.095 -0.2 0.1 -1.1
H 5.870 -27.485 6.823 -0.1 0.0 0.1
O 15.905 -17.818 6.270 0.2 0.3 -0.2
C 12.159 -28.695 7.905 0.3 -0.1 0.1
O 14.133 -21.540 9.073 -0.5 -0.5 -0.5
O 14.682 -18.804 4.655 -0.5 -0.5 0.0
O 12.146 -21.999 7.726 -0.4 -1.1 -0.4
C 12.100 -24.149 8.580 0.5 -0.2 0.0
H 10.476 -26.261 0.189 -0.1 -0.1 0.3
H 8.385 -21.383 0.669 -0.1 -0.2 0.2
C 9.398 -21.515 1.057 -0.2 0.3 -0.5
```
Forces are in eV/Å.

Properties
HOMO-LUMO gap (alpha / beta) ... 7.7087 / 4.5233 eV
DFT total energy ... -142234.3557 eV
HOMO (alpha / beta) ... -0.25891 / -0.25891 Eh
Multiplicity ... 6
Total charge ... -1
Max |F| ... 2.2 eV/A

(2)
C32H28BCl3N6O2S2Zn as an isolated structure. Source: the Open Molecules 2025 dataset; level of theory: the ωB97M-V functional and the def2-TZVPD basis.

XYZ file:
```
75
Properties=species:S:1:pos:R:3:forces:R:3
C 0.522 2.664 0.462 -0.3 -0.2 0.0
H -0.146 -5.668 0.451 0.0 0.0 0.1
H 2.765 -2.687 -1.516 0.0 0.1 0.1
O -5.427 -0.829 -1.134 0.0 0.0 0.0
C -2.105 2.280 0.407 0.1 -0.1 0.0
N 2.367 0.447 -0.592 0.1 0.2 0.1
N 2.104 -1.579 0.211 0.3 0.0 0.1
H 7.183 3.314 -0.748 -0.1 0.0 0.1
C -0.948 -6.172 3.676 0.0 0.0 0.0
C -1.703 -2.087 0.181 0.1 0.1 0.0
H -0.624 0.239 -1.093 0.0 -0.1 -0.1
B 4.905 4.883 -0.676 0.0 0.0 0.1
H 3.544 7.159 -1.527 0.0 -0.1 0.0
Cl -0.087 -2.325 4.023 0.0 0.0 -0.1
H 2.416 -3.492 0.960 0.1 0.0 0.0
H 3.096 -0.150 -2.526 0.0 0.0 0.1
Cl -1.490 -7.416 4.752 0.0 0.0 0.0
H 4.512 0.798 1.485 0.0 0.0 -0.1
C -7.822 -0.911 -1.018 0.0 0.0 0.0
C -0.600 -0.618 -3.073 0.1 0.1 -0.1
C 2.973 6.253 -1.663 0.0 -0.1 0.0
H -4.729 2.231 -1.758 0.0 0.0 0.0
C -4.173 2.110 -0.835 0.1 0.1 0.0
H 7.121 0.972 0.685 -0.1 0.0 0.0
H 5.019 5.603 0.291 0.0 0.0 -0.1
C 1.991 -0.259 0.455 -0.2 -0.1 -0.3
C 1.514 4.682 -2.113 0.1 0.0 -0.1
C -4.811 1.610 0.294 -0.1 0.0 0.0
H 0.665 4.084 -2.406 0.0 0.0 0.1
C 4.990 1.565 0.897 0.0 0.1 0.1
H -2.152 -3.074 0.315 -0.1 0.0 0.0
C -2.830 2.442 -0.778 -0.1 0.0 0.0
S -1.015 -2.119 -3.792 -0.1 -0.1 0.0
C -0.326 -3.890 3.306 0.0 -0.2 -0.1
C -4.115 1.477 1.488 0.1 0.0 0.0
C 6.313 1.657 0.488 0.1 0.0 0.0
C -2.771 1.816 1.545 0.0 0.0 0.0
C -0.835 -0.608 -1.739 0.0 0.1 0.1
Zn 2.370 2.603 -0.163 0.0 -0.2 -0.1
N 5.148 3.400 -0.241 0.1 -0.1 0.0
H -0.914 -4.674 5.210 0.0 0.0 0.0
H -2.216 1.709 2.469 0.0 0.0 0.0
N 4.290 2.622 0.466 0.2 0.1 -0.1
H -4.625 1.096 2.365 0.0 0.0 0.0
H -2.328 2.822 -1.659 0.0 0.0 0.0
C 6.362 2.839 -0.236 -0.1 -0.1 0.0
C 2.589 -1.721 -1.070 -0.1 -0.1 0.0
C -1.382 -1.840 -1.262 0.1 0.0 0.1
N 2.575 4.097 -1.541 0.1 0.1 0.0
C -0.101 -4.147 1.947 -0.1 0.1 0.0
H 1.890 -2.291 2.145 0.1 0.1 0.1
N 3.464 5.078 -1.261 -0.1 0.0 -0.1
O -0.530 -1.957 0.993 0.0 -0.1 0.0
C 1.753 -2.646 1.128 -0.3 0.1 -0.1
C -0.748 -4.893 4.165 0.0 0.0 0.1
H -2.401 -1.336 0.544 0.0 0.1 0.0
S -6.525 1.160 0.229 0.0 0.0 -0.1
Cl -2.110 -4.351 -2.140 0.0 0.0 0.0
H -8.020 -0.849 -2.089 0.0 0.0 0.0
C 0.303 -3.095 0.930 0.0 0.1 0.2
C -0.684 2.500 0.439 0.0 0.2 0.1
C 2.749 -0.461 -1.552 0.0 0.2 -0.1
H 5.721 5.122 -1.537 0.0 0.0 0.1
C -0.724 -6.465 2.345 0.0 -0.1 -0.1
C 1.723 6.049 -2.230 0.0 0.1 0.0
C -1.520 -2.740 -2.273 0.1 0.1 0.0
H 1.588 0.145 1.375 0.0 -0.1 -0.1
C -6.452 -0.343 -0.744 0.1 0.1 0.1
H 1.058 6.792 -2.640 0.1 -0.1 0.0
H -8.597 -0.374 -0.475 0.0 0.0 0.0
H -0.883 -7.467 1.972 0.0 0.0 0.0
H -0.198 0.175 -3.688 0.0 -0.1 0.1
H -7.834 -1.965 -0.740 0.0 0.0 0.0
C -0.306 -5.448 1.502 0.0 0.0 0.0
H 0.223 -3.547 -0.064 0.0 0.0 -0.1
```
Forces are in eV/Å.

Properties
HOMO-LUMO gap ... 8.5842 eV
DFT total energy ... -155007.1326 eV
HOMO ... -0.30400 Eh
Max |F| ... 0.4 eV/A